Entry 1:
# C7H7NO3

An isolated molecule of C7H7NO3 in a non-equilibrium geometry (ωB97M-V/def2-TZVPD, the OMol25 dataset).

As for the net charge: 0. The SMILES is COc1ccccc1[N+](=O)[O-]. The calculation puts the orbital gap at 0.3472 hartree. As for the energy relative to the best compared isomer or geometry (same formula, charge and spin): 455.70 kJ/mol. For the total energy, the calculation gives -15000.873 eV.

Element x y z (Å)
C1 0.189 -1.362 2.249
C2 0.029 -0.233 0.194
C3 -0.467 0.903 0.828
C4 -0.665 2.055 0.041
C5 -0.400 1.963 -1.323
C6 0.086 0.823 -1.922
C7 0.233 -0.314 -1.122
H1 0.162 -2.411 2.512
H2 1.043 -0.734 2.701
H3 -0.803 -0.921 2.571
H4 -0.860 0.826 1.839
H5 -1.049 2.910 0.565
H6 -0.457 2.904 -1.946
H7 0.238 0.878 -2.976
N1 0.678 -1.660 -1.629
O1 0.259 -1.345 0.923
O2 1.786 -1.694 -2.177
O3 -0.003 -2.588 -1.328

---

Entry 2:
# C7H7NO3

An isolated molecule of C7H7NO3 in a non-equilibrium geometry (ωB97M-V/def2-TZVPD, the OMol25 dataset).

As for the net charge: 0. The SMILES is C=[N+]([O-])O[C@H]1[C@H]2C=C[C@@H]3O[C@@]321. The calculation puts the orbital gap at 0.3567 hartree. As for the energy relative to the best compared isomer or geometry (same formula, charge and spin): 917.56 kJ/mol. For the total energy, the calculation gives -14996.087 eV.

Element x y z (Å)
C1 0.666 1.848 -1.276
C2 0.606 0.364 -1.513
C3 1.133 2.139 -0.042
C4 -0.186 -0.741 -0.784
C5 1.357 0.844 0.765
C6 1.073 -0.256 -0.199
C7 -1.777 -2.174 1.172
N1 -1.689 -0.881 1.034
O1 -1.769 0.000 1.900
O2 -1.431 -0.422 -0.330
O3 2.297 -0.196 0.361
H1 0.507 2.670 -1.986
H2 0.715 -0.058 -2.482
H3 1.253 3.177 0.161
H4 -0.110 -1.805 -1.235
H5 1.105 0.723 1.777
H6 -2.211 -2.393 2.218
H7 -1.537 -2.839 0.459

---

Entry 3:
# C7H7NO3

An isolated molecule of C7H7NO3 in a non-equilibrium geometry (ωB97M-V/def2-TZVPD, the OMol25 dataset).

As for the net charge: 0. The SMILES is CC1=CC=C[C@@H]([N+](=O)[O-])C1=O. The calculation puts the orbital gap at 0.2966 hartree. As for the energy relative to the best compared isomer or geometry (same formula, charge and spin): 537.11 kJ/mol. For the total energy, the calculation gives -15000.030 eV.

Element x y z (Å)
C1 -0.500 -1.501 -1.187
C2 -1.290 -0.271 -0.876
C3 0.731 -1.723 -0.714
C4 1.261 -0.673 0.124
C5 -0.410 0.996 -0.692
C6 0.704 0.584 0.178
C7 1.304 1.589 1.037
N1 -1.807 -0.319 0.538
O1 -1.250 -1.077 1.252
O2 -0.720 2.101 -1.132
O3 -2.615 0.483 0.918
H1 -0.953 -2.309 -1.786
H2 -2.161 -0.126 -1.567
H3 1.390 -2.538 -0.690
H4 2.116 -0.834 0.762
H5 2.332 1.303 1.363
H6 0.564 1.838 1.918
H7 1.304 2.475 0.556

---

Entry 4:
# C7H7NO4P

The ion C7H7NO4P with charge -1 in a non-equilibrium geometry (ωB97M-V/def2-TZVPD, the OMol25 dataset).

As for the net charge: -1. The SMILES is C=C1C=CC([P@](=O)([O-])[N+](=O)[O-])C=C1. The calculation puts the orbital gap (spin up / spin down) at 0.3107 / 0.3107 hartree. As for the energy relative to the best compared isomer or geometry (same formula, charge and spin): 156.42 kJ/mol. For the total energy, the calculation gives -26340.814 eV.

Element x y z (Å)
C1 -0.631 0.287 0.808
C2 0.218 1.462 0.475
C3 0.113 -0.995 0.845
C4 1.389 1.360 -0.105
C5 1.321 -1.061 0.227
C6 1.957 0.078 -0.483
C7 2.948 -0.084 -1.371
N1 -2.832 -1.145 0.231
O1 -1.803 0.396 -1.756
O2 -3.415 -1.784 -0.591
O3 -2.870 -1.407 1.438
O4 -2.970 1.574 0.187
P1 -2.100 0.496 -0.283
H1 -1.128 0.458 1.895
H2 -0.260 2.426 0.568
H3 -0.461 -1.922 1.088
H4 1.830 2.339 -0.173
H5 1.714 -2.067 0.309
H6 3.777 0.674 -1.544
H7 3.205 -1.083 -1.764

---

Entry 5:
# C7H7NO6S

The ion C7H7NO6S with charge -2 in a non-equilibrium geometry (ωB97M-V/def2-TZVPD, the OMol25 dataset).

As for the net charge: -2. The SMILES is O=C[C@H](C[C@@]1(C(=O)[O-])CC1=S(=O)=O)N[O-]. The calculation puts the orbital gap (spin up / spin down) at 0.1322 / 0.1305 hartree. As for the energy relative to the best compared isomer or geometry (same formula, charge and spin): 673.54 kJ/mol. For the total energy, the calculation gives -31975.578 eV.

Element x y z (Å)
C1 2.194 0.398 0.321
C2 -2.588 -0.703 -1.190
C3 0.681 2.457 -0.290
C4 1.105 0.426 1.373
C5 0.863 0.776 -0.088
C6 -0.101 -0.145 -0.764
C7 -1.582 0.010 -0.338
N1 -1.769 -0.807 0.878
O1 0.666 3.084 0.745
O2 -2.840 -0.780 1.591
O3 -2.418 -1.218 -2.288
O4 0.476 2.734 -1.437
O5 3.679 -0.975 -1.312
O6 3.898 -1.501 1.129
S1 2.993 -1.169 0.007
H1 -3.638 -0.870 -0.684
H2 0.624 -0.598 1.760
H3 1.159 1.178 2.020
H4 -0.161 -0.108 -1.802
H5 0.276 -1.223 -0.391
H6 -2.020 0.890 0.093
H7 -1.496 -1.857 0.667

---

Entry 6:
# C7H7NOS

An isolated molecule of C7H7NOS in a non-equilibrium geometry (ωB97M-V/def2-TZVPD, the OMol25 dataset).

As for the net charge: 0. The SMILES is OC[S@@]12=N[C@]13C=CC=CC=23. The calculation puts the orbital gap at 0.2826 hartree. As for the energy relative to the best compared isomer or geometry (same formula, charge and spin): 331.26 kJ/mol. For the total energy, the calculation gives -21740.849 eV.

Element x y z (Å)
C1 0.367 0.818 2.165
C2 -0.779 0.003 2.203
C3 1.051 1.393 1.130
C4 -1.483 -0.113 0.954
C5 0.375 1.187 -0.134
C6 -0.687 0.268 -0.079
C7 0.217 -1.013 -2.455
N1 0.482 1.509 -1.435
O1 0.144 -2.124 -1.700
S1 -0.859 0.540 -1.835
H1 0.862 0.846 3.068
H2 -0.985 -0.545 3.110
H3 1.949 1.846 1.152
H4 -2.339 -0.733 0.766
H5 0.808 -2.197 -1.031
H6 -0.277 -1.204 -3.311
H7 1.154 -0.479 -2.567

---

Entry 7:
# C7H7NOS

A cluster of 2 separate species, C7H7NOS in total in a non-equilibrium geometry (ωB97M-V/def2-TZVPD, the OMol25 dataset).

As for the net charge: 0. The SMILES is C=C=C1CC=CS1.N=C=O. The calculation puts the orbital gap at 0.3141 hartree. As for the energy relative to the best compared isomer or geometry (same formula, charge and spin): 179.68 kJ/mol. For the total energy, the calculation gives -21742.420 eV.

Element x y z (Å)
C1 -1.231 -1.921 -2.079
C2 -0.658 -1.054 -1.293
C3 1.100 1.017 1.079
C4 1.039 1.932 0.138
C5 -2.782 0.964 1.090
C6 0.602 -0.323 0.805
C7 -0.014 -0.205 -0.508
N1 -3.258 0.611 0.073
O1 -2.379 1.202 2.121
S1 0.269 1.317 -1.290
H1 -0.690 -2.621 -2.665
H2 1.282 1.155 2.182
H3 1.454 2.976 0.251
H4 1.344 -1.102 0.712
H5 -0.146 -0.680 1.473
H6 -2.287 -1.955 -2.293
H7 -2.698 0.526 -0.739

---

Entry 8:
# C7H7NS

An isolated molecule of C7H7NS in a non-equilibrium geometry (ωB97M-V/def2-TZVPD, the OMol25 dataset).

As for the net charge: 0. The SMILES is CC1=c2ccsc2=NC1. The calculation puts the orbital gap at 0.3228 hartree. As for the energy relative to the best compared isomer or geometry (same formula, charge and spin): 101.62 kJ/mol. For the total energy, the calculation gives -19695.442 eV.

Element x y z (Å)
C1 -0.896 -1.570 0.060
C2 -2.169 -1.624 -0.220
C3 -0.439 -0.218 0.176
C4 0.703 0.492 0.110
C5 -1.470 0.777 0.243
C6 0.307 2.009 0.151
C7 2.209 -0.332 -0.079
N1 -1.131 1.989 0.150
S1 -3.035 -0.046 0.002
H1 -0.108 -2.383 -0.010
H2 -2.687 -2.568 -0.243
H3 0.736 2.449 1.018
H4 0.546 2.422 -0.881
H5 1.910 -1.332 0.034
H6 2.917 0.151 0.644
H7 2.607 -0.217 -1.156